# 1
{
  "formula": "C30H34N2OPY",
  "method": "ωB97M-V/def2-TZVPD",
  "species": ["Y", "C", "C", "C", "C", "C", "C", "C", "H", "H", "H", "H", "H", "H", "H", "H", "N", "C", "C", "C", "C", "N", "H", "H", "H", "H", "H", "H", "H", "H", "H", "H", "H", "H", "O", "C", "C", "C", "C", "C", "C", "C", "P", "C", "C", "C", "C", "C", "C", "C", "C", "C", "C", "C", "C", "H", "H", "H", "H", "H", "H", "H", "H", "H", "H", "H", "H", "H", "H"],
  "xyz": [[0.593, -0.611, 0.578], [4.030, -2.483, -0.038], [3.464, -1.142, 0.327], [3.095, -0.221, -0.659], [2.681, 1.073, -0.324], [2.596, 1.452, 1.014], [2.938, 0.533, 2.010], [3.357, -0.749, 1.671], [5.108, -2.388, -0.185], [3.615, -2.862, -0.972], [3.879, -3.215, 0.755], [3.174, -0.498, -1.705], [2.457, 1.784, -1.110], [2.309, 2.460, 1.281], [2.902, 0.828, 3.052], [3.655, -1.440, 2.450], [0.890, -3.008, 0.979], [1.190, -3.585, 2.322], [-0.052, -3.630, 3.203], [-0.830, -2.317, 3.290], [-0.015, -1.114, 3.776], [-0.159, 0.021, 2.817], [-0.063, -3.291, 0.702], [1.511, -3.435, 0.296], [1.982, -2.993, 2.786], [1.580, -4.597, 2.213], [0.258, -3.952, 4.199], [-0.727, -4.401, 2.827], [-1.689, -2.468, 3.944], [-1.272, -2.100, 2.309], [1.048, -1.353, 3.840], [-0.328, -0.801, 4.772], [0.292, 0.852, 3.193], [-1.146, 0.279, 2.760], [-1.685, -2.766, 0.011], [-1.337, -1.736, -0.573], [-2.104, -1.318, -1.786], [-3.098, -2.110, -2.351], [-3.768, -1.667, -3.481], [-3.456, -0.434, -4.042], [-2.476, 0.373, -3.477], [-1.802, -0.077, -2.349], [-0.527, 0.877, -1.504], [-1.325, 1.581, -0.014], [-2.517, 1.072, 0.514], [-3.042, 1.588, 1.694], [-2.381, 2.608, 2.368], [-1.192, 3.120, 1.857], [-0.666, 2.608, 0.681], [-0.093, 2.285, -2.545], [0.969, 2.119, -3.436], [1.319, 3.139, -4.306], [0.613, 4.335, -4.283], [-0.445, 4.506, -3.401], [-0.804, 3.484, -2.535], [-3.324, -3.067, -1.899], [-4.536, -2.281, -3.932], [-3.980, -0.096, -4.926], [-2.240, 1.332, -3.920], [-3.063, 0.303, -0.018], [-3.982, 1.207, 2.071], [-2.803, 3.023, 3.274], [-0.698, 3.941, 2.361], [0.223, 3.057, 0.251], [1.512, 1.179, -3.467], [2.137, 3.001, -5.000], [0.884, 5.135, -4.959], [-0.998, 5.436, -3.393], [-1.638, 3.619, -1.858]],
  "nbo_charge": [1.7013, -0.6538, -0.0085, -0.2708, -0.2046, -0.2479, -0.2181, -0.1875, 0.2742, 0.2384, 0.2331, 0.2637, 0.2717, 0.2611, 0.2554, 0.2479, -0.9655, -0.2143, -0.4160, -0.4172, -0.2239, -0.9288, 0.4472, 0.4038, 0.1814, 0.2263, 0.2381, 0.2387, 0.2522, 0.2196, 0.1970, 0.2258, 0.4062, 0.4169, -0.6051, 0.0765, -0.1763, -0.1529, -0.1721, -0.1785, -0.1309, -0.3504, 0.8325, -0.4126, -0.1312, -0.2275, -0.1869, -0.1995, -0.2228, -0.4081, -0.1424, -0.2150, -0.1614, -0.1914, -0.1883, 0.2450, 0.2399, 0.2386, 0.2235, 0.2403, 0.2477, 0.2467, 0.2409, 0.2329, 0.2034, 0.2370, 0.2405, 0.2393, 0.2255],
  "gap_ev": 7.187,
  "lumo_ha": -0.223,
  "charge": 2,
  "energy_ha": -1727.6026
}



# 2
{
  "formula": "C8H13N2O",
  "method": "ωB97M-V/def2-TZVPD",
  "species": ["C", "C", "C", "C", "C", "C", "C", "C", "N", "N", "O", "H", "H", "H", "H", "H", "H", "H", "H", "H", "H", "H", "H", "H"],
  "xyz": [[4.016, -0.588, -0.157], [3.734, -0.654, 1.260], [3.084, -0.224, -1.098], [2.420, -0.254, 1.632], [1.791, 0.320, -0.727], [1.517, 0.377, 0.616], [-1.818, 2.143, 0.780], [0.241, 0.832, 1.108], [-1.396, -0.424, -1.049], [-4.604, -0.889, -0.385], [-0.645, 1.655, 0.976], [4.994, -0.885, -0.467], [4.478, -0.950, 1.966], [3.159, -0.370, -2.154], [2.261, -0.141, 2.733], [0.930, 0.356, -1.418], [-1.261, 0.351, -1.754], [-2.449, 1.349, 0.393], [-1.991, 3.140, 1.153], [-2.493, -0.480, -0.998], [-1.240, -1.359, -1.468], [-5.065, -0.467, 0.350], [-4.502, -1.869, -0.077], [-5.161, -0.968, -1.215]],
  "nbo_charge": [-0.1170, -0.1990, -0.2067, -0.1056, -0.1004, -0.2619, -0.0345, 0.6265, -1.1594, -1.0894, -0.2917, 0.2359, 0.2474, 0.2389, 0.2473, 0.2434, 0.3623, 0.2247, 0.2267, 0.4146, 0.3865, 0.3669, 0.3685, 0.3761],
  "gap_ev": [7.725, 7.724],
  "lumo_ha": [-0.179, -0.180],
  "charge": 1,
  "energy_ha": -496.9197
}



# 3
{
  "formula": "C9H21IN3",
  "method": "ωB97M-V/def2-TZVPD",
  "species": ["C", "C", "C", "C", "C", "C", "C", "C", "C", "N", "N", "N", "I", "H", "H", "H", "H", "H", "H", "H", "H", "H", "H", "H", "H", "H", "H", "H", "H", "H", "H", "H", "H", "H"],
  "xyz": [[2.833, -0.677, 0.076], [-4.037, 0.539, -2.704], [0.042, 2.278, -1.183], [2.214, -1.943, 4.709], [-2.591, 0.497, -2.564], [-2.093, 0.883, -1.136], [-0.616, 0.894, -0.860], [-0.394, 0.810, 0.624], [2.844, -1.440, 2.438], [2.383, -0.782, -1.198], [2.115, -2.074, 3.370], [2.422, -1.428, 1.077], [-1.072, -1.241, 1.296], [3.499, 0.140, 0.388], [-4.359, 0.396, -3.744], [-4.538, 1.385, -2.324], [-4.521, -0.326, -2.086], [-0.500, 3.205, -1.002], [0.496, 2.372, -2.117], [0.861, 2.499, -0.552], [0.625, 0.964, 1.013], [1.414, -2.560, 5.272], [3.132, -1.670, 5.145], [-2.186, 1.235, -3.281], [-2.220, -0.511, -2.684], [-2.522, 0.177, -0.468], [-2.687, 1.821, -0.843], [-0.046, 0.153, -1.418], [-1.221, 1.335, 1.243], [3.666, -0.836, 2.692], [2.280, 0.100, -1.712], [1.629, -1.452, -1.376], [1.543, -2.704, 2.968], [1.608, -2.040, 0.941]],
  "nbo_charge": [0.3045, -0.6039, -0.6217, -0.2236, -0.3949, -0.4027, -0.2927, -0.3989, 0.0226, -0.7567, -0.4122, -0.4857, -0.0363, 0.2205, 0.2259, 0.2124, 0.1976, 0.2380, 0.2209, 0.1993, 0.2154, 0.2149, 0.2081, 0.2016, 0.1988, 0.2029, 0.2151, 0.1996, 0.2567, 0.2034, 0.4253, 0.4121, 0.4090, 0.4246],
  "gap_ev": [7.245, 7.386],
  "lumo_ha": [-0.128, -0.133],
  "charge": 1,
  "energy_ha": -817.1134
}



# 4
{
  "formula": "C5H13NO",
  "method": "ωB97M-V/def2-TZVPD",
  "species": ["C", "C", "N", "C", "C", "C", "H", "H", "H", "H", "H", "H", "H", "H", "H", "H", "H", "H", "H", "O"],
  "xyz": [[2.659, -0.121, 0.274], [1.372, -0.393, -0.604], [-1.622, -0.668, -1.364], [-1.053, 0.511, -0.768], [0.282, 0.745, -0.605], [-2.136, 1.561, -0.331], [3.321, -1.003, 0.419], [3.388, 0.558, -0.066], [2.384, 0.165, 1.291], [0.777, -1.164, 0.008], [1.509, -0.634, -1.673], [-1.636, -0.719, -2.402], [-0.982, -1.494, -1.188], [0.617, 1.764, -0.194], [-2.961, 1.405, -0.957], [-2.461, 1.612, 0.774], [-1.717, 2.627, -0.675], [-0.132, -0.887, 1.827], [-0.227, -1.241, 3.402], [0.342, -1.267, 2.649]],
  "nbo_charge": [-0.6181, -0.4445, -0.8726, 0.1461, -0.2291, -0.6405, 0.2164, 0.2066, 0.2220, 0.1968, 0.2200, 0.3776, 0.3611, 0.2064, 0.2139, 0.2248, 0.2119, 0.4818, 0.4748, -0.9555],
  "gap_ev": 9.484,
  "lumo_ha": 0.029,
  "smiles": "CC/C=C(/C)N.O",
  "energy_ha": -328.2269
}